## 1
# C4H2F2O

A 2-piece molecular cluster, C4H2F2O overall (ωB97M-V/def2-TZVPD, the OMol25 dataset).

Its spin multiplicity is 1.

Each line ends with the Mulliken charge.
Element x y z (Å)
C 1.597 0.303 1.535  -0.606
C 1.038 -0.867 1.053  -0.152
C 1.416 0.172 0.060  0.109
C 0.266 -1.886 1.318  0.933
O -0.309 -2.843 1.654  -0.296
F 0.299 0.937 -0.397  -0.303
F -1.520 0.016 1.214  -0.430
H 2.136 0.095 -0.787  0.311
H -1.015 0.630 0.718  0.434

=====

## 2
# C4H2F2O

One molecule with the formula C4H2F2O (ωB97M-V/def2-TZVPD, the OMol25 dataset).

Its SMILES is Fc1ccoc1F. Its spin multiplicity is 1.

Each line ends with the Mulliken charge.
Element x y z (Å)
F -1.911 1.299 -0.131  -0.271
C -0.840 0.592 0.078  0.486
C 0.633 0.876 0.060  -0.344
C 1.260 -0.283 -0.107  -0.175
O 0.377 -1.220 -0.166  -0.224
C -0.881 -0.786 0.025  0.248
F -1.960 -1.599 0.012  -0.243
H 1.072 1.987 -0.022  0.251
H 2.249 -0.866 0.251  0.272

=====

Relative energies, unit hartree: 1 0.0771; 2 0.0000

=====

## 1
# C4H2F2O

One molecule with the formula C4H2F2O (ωB97M-V/def2-TZVPD, the OMol25 dataset).

Its spin multiplicity is 1.

Each line ends with the Mulliken charge.
Element x y z (Å)
C 0.529 -0.680 0.162  -0.623
C 0.774 0.694 -0.003  0.033
C -0.854 -1.031 0.124  0.656
C -0.139 1.616 -0.223  0.221
O -1.781 -0.305 -0.029  -0.526
F -0.961 -2.385 0.013  -0.252
F -0.651 2.699 0.170  -0.129
H 1.248 -1.546 0.159  0.323
H 1.836 0.937 -0.373  0.296

=====

## 2
# C4H2F2O

One molecule with the formula C4H2F2O (ωB97M-V/def2-TZVPD, the OMol25 dataset).

Its spin multiplicity is 1.

Each line ends with the Mulliken charge.
Element x y z (Å)
C -0.817 -2.574 0.675  0.415
C -0.198 -1.767 0.139  -0.893
C 0.256 -0.362 -0.250  0.530
C 1.688 -0.084 0.027  0.311
O -0.632 0.592 0.297  -0.481
F 2.247 0.268 1.139  -0.198
F 2.545 -0.777 -0.721  -0.211
H 0.178 -0.542 -1.392  0.159
H -1.530 0.152 0.434  0.368

=====

Relative energies, unit hartree: 1 0.0000; 2 0.1293

=====

## 1
# C4H8N2S2

C4H8N2S2 as an isolated structure (ωB97M-V/def2-TZVPD, the OMol25 dataset).

Its spin multiplicity is 1.

Each line ends with the Mulliken charge.
Element x y z (Å)
C 0.463 -2.628 0.144  -0.919
C 0.044 -1.345 -0.318  -0.272
C 0.945 -0.207 -0.419  0.111
C 0.100 0.591 0.660  -0.115
H -0.598 -3.607 -0.179  0.254
H 0.590 -2.380 1.510  0.229
H 1.488 -2.783 -0.630  0.238
H -0.577 -1.452 -1.262  0.403
H 1.918 -0.375 -0.029  0.456
H 0.476 -0.664 -3.218  0.149
H -2.095 0.379 1.088  0.287
H -1.602 -0.413 2.419  0.289
N -0.702 -0.479 0.626  0.624
N -1.794 -0.574 1.337  -1.114
S 0.531 0.427 -2.096  -0.287
S 0.004 2.086 1.230  -0.331

=====

## 2
# C4H8N2S2

One molecule with the formula C4H8N2S2 (ωB97M-V/def2-TZVPD, the OMol25 dataset).

Its SMILES is CN(C)/C=N\SC=S. Its spin multiplicity is 1.

Each line ends with the Mulliken charge.
Element x y z (Å)
C 2.449 -0.285 0.253  -0.893
N 1.081 0.038 -0.095  0.025
C 0.740 1.452 -0.120  -1.107
C 0.164 -0.978 -0.134  0.286
N -1.119 -1.028 -0.195  -0.409
S -2.137 0.322 -0.077  0.027
C -3.642 -0.512 -0.036  -0.210
S -5.091 0.192 0.088  -0.242
H 2.696 0.048 1.273  0.324
H 3.148 0.233 -0.460  0.283
H 2.601 -1.356 0.185  0.303
H 1.619 2.017 -0.415  0.310
H -0.014 1.637 -0.877  0.419
H 0.372 1.813 0.828  0.358
H 0.631 -1.981 -0.124  0.231
H -3.496 -1.611 -0.094  0.298

=====

Relative energies, unit hartree: 1 0.2040; 2 0.0000

=====

## 1
# C3H9N2O2S

A 2-piece molecular cluster, C3H9N2O2S overall (ωB97M-V/def2-TZVPD, the OMol25 dataset).

Its spin multiplicity is 2.

Each line ends with the Mulliken charge.
Element x y z (Å)
C 2.146 -0.712 1.769  -0.593
C 1.755 -1.071 0.243  -0.314
S 1.764 0.386 -0.750  -0.192
N 1.170 0.252 2.385  -0.584
H 3.146 -0.251 1.839  0.296
H 2.064 -1.631 2.398  0.338
H 0.834 -1.685 0.237  0.320
H 2.551 -1.713 -0.140  0.305
H 0.288 -0.233 2.597  0.285
H 0.970 0.995 1.715  0.234
N -1.204 0.979 -1.178  -0.364
C -2.149 0.069 -0.757  0.668
O -3.462 0.450 -1.031  -0.498
O -1.941 -0.906 -0.036  -0.550
H -1.551 1.494 -2.005  0.201
H -0.108 0.773 -0.951  0.143
H -3.463 1.393 -1.134  0.307

=====

## 2
# C3H9N2O2S

A 2-piece molecular cluster, C3H9N2O2S overall (ωB97M-V/def2-TZVPD, the OMol25 dataset).

Its spin multiplicity is 2.

Each line ends with the Mulliken charge.
Element x y z (Å)
C -0.651 0.512 1.370  -0.666
C 0.113 1.264 0.281  -0.535
S 1.876 1.452 0.759  -0.097
N -1.570 -0.513 0.811  -0.127
C -1.266 -1.374 -0.202  0.493
N 0.031 -1.664 -0.540  -0.359
O -2.136 -2.132 -0.634  -0.664
H -0.018 -0.019 2.111  0.274
H -1.250 1.234 2.006  0.355
H 0.084 0.842 -0.724  0.199
H -0.399 2.221 0.206  0.402
H -2.433 -0.504 1.307  0.229
H 0.730 -1.121 -0.072  0.242
H 0.245 -1.978 -1.470  0.237
H 1.556 0.536 -2.143  0.338
H 2.705 1.047 -1.315  0.309
O 2.385 0.197 -1.750  -0.632

=====

Relative energies, unit hartree: 1 0.0035; 2 0.0000

=====

## 1
# C2H2FI3O

C2H2FI3O as an isolated structure (ωB97M-V/def2-TZVPD, the OMol25 dataset).

Its spin multiplicity is 1.

Each line ends with the Mulliken charge.
Element x y z (Å)
C 0.602 0.503 0.638  -0.743
C -0.125 -0.458 -0.311  0.054
O -1.640 -0.300 -0.178  -0.436
F 0.238 -0.269 -1.594  -0.204
I 2.768 0.122 0.427  0.188
I -0.172 2.451 0.224  0.123
I 0.201 -2.486 0.233  0.174
H 0.126 0.387 1.673  0.509
H -1.998 0.049 -1.113  0.334

=====

## 2
# C2H2FI3O

C2H2FI3O as an isolated structure (ωB97M-V/def2-TZVPD, the OMol25 dataset).

Its spin multiplicity is 1.

Each line ends with the Mulliken charge.
Element x y z (Å)
C 0.784 0.248 0.547  -0.948
C -0.152 -0.430 -0.368  0.214
O -1.711 0.557 0.026  -0.530
F 0.015 -0.252 -1.655  -0.163
I 2.713 -0.708 0.438  0.187
I 0.875 2.339 0.088  0.205
I -0.714 -2.398 0.126  0.216
H 0.431 0.149 1.569  0.541
H -2.241 0.496 -0.772  0.278

=====

Relative energies, unit hartree: 1 0.0000; 2 0.0351

=====

## 1
# CH5OS2

An isolated ion of composition CH5OS2 and charge -1 (ωB97M-V/def2-TZVPD, the OMol25 dataset).

As for the net charge: -1. Its spin multiplicity is 1.

Each line ends with the Mulliken charge.
Element x y z (Å)
O -1.109 0.203 -1.819  -0.757
H -1.587 -0.602 -1.816  0.216
C 0.999 -0.115 -0.159  -0.893
S -0.798 0.721 0.015  -0.011
S -0.641 0.975 2.113  -0.520
H 0.795 -1.004 -0.598  0.265
H 1.525 -0.180 0.769  0.343
H 1.655 0.398 -0.864  0.280
H -0.839 -0.397 2.358  0.078

=====

## 2
# CH5OS2

An isolated ion of composition CH5OS2 and charge -1 (ωB97M-V/def2-TZVPD, the OMol25 dataset).

As for the net charge: -1. Its spin multiplicity is 1.

Each line ends with the Mulliken charge.
Element x y z (Å)
O -1.282 -1.478 -0.964  -0.582
H -1.916 -1.493 -1.614  0.215
C -1.181 -0.170 1.339  -0.917
S -0.185 -0.375 -0.290  0.087
S 1.547 1.188 0.140  -0.672
H -2.238 -0.422 1.398  0.323
H -1.301 0.916 1.345  0.278
H -0.633 -0.499 2.227  0.237
H 1.646 1.341 -1.277  0.031

=====

## 3
# CH5OS2

CH5OS2 as an isolated structure (ωB97M-V/def2-TZVPD, the OMol25 dataset).

As for the net charge: -1. Its spin multiplicity is 1.

Each line ends with the Mulliken charge.
Element x y z (Å)
O 2.344 0.403 0.179  -0.620
H 2.112 1.218 -0.357  0.320
C 0.450 -1.182 -0.940  -0.763
S 0.620 -0.026 0.417  0.012
S -2.094 0.381 0.141  -0.753
H -0.141 -2.027 -0.701  0.269
H 1.528 -1.344 -1.127  0.278
H -0.048 -0.673 -1.778  0.263
H -1.328 1.009 -0.758  -0.006

=====

Relative energies, unit hartree: 1 0.0210; 2 0.0411; 3 0.0000